Computed, not measured: a structure of composition C3H4S2, with ωB97M-V/def2-TZVPD.

Cartesian coordinates (Å):
C: 0.0383 -0.0630 -0.7849
C: -0.2182 1.1808 0.1413
C: 0.0851 -0.9606 0.4631
H: 0.5772 1.9632 0.5328
H: -1.0180 1.7246 -0.3472
H: 1.1948 -1.2874 0.6263
H: -0.2967 -2.3016 0.1782
S: 0.4395 -0.5973 -2.2599
S: -0.8020 0.3413 1.4503

The spin multiplicity is 1. As for the LUMO energy: -0.675 eV. For the largest force on an atom, the calculation gives 5.61 eV/A. The calculation puts the orbital gap at 0.3004 Eh. The value obtained for the total energy is -24842.537 eV. The energy relative to the best compared isomer or geometry (same formula, charge and spin) comes out at 71.6 kcal per mole.


Computed, not measured: an isolated molecule of C3H4S2, with ωB97M-V/def2-TZVPD.

Cartesian coordinates (Å):
C: 0.0108 1.4306 0.4119
C: 0.5855 0.2973 0.0051
C: -0.3824 -0.8080 -0.2716
S: -0.2700 -1.8976 -1.6870
S: 0.3369 -2.3755 0.2267
H: 0.4542 2.3630 0.8026
H: -0.9741 1.4657 0.5651
H: 1.6263 0.1187 -0.0618
H: -1.3870 -0.5941 0.0090

The spin multiplicity is 1. As for the LUMO energy: 0.101 eV. For the largest force on an atom, the calculation gives 3.99 eV/A. The calculation puts the orbital gap at 0.3124 Eh. The value obtained for the total energy is -24844.668 eV. The energy relative to the best compared isomer or geometry (same formula, charge and spin) comes out at 22.4 kcal per mole. The SMILES is C=CC1SS1.